one:
Molecular formula: C24H16BrCl3NO3Se2SiTaTe2
Method: DFT, ωB97M-V/def2-TZVPD

Calculated values
HOMO energy (spin up / spin down) = -6.48 / -6.48 eV
Frontier orbital gap (spin up / spin down) = 4.7174 / 4.7188 eV

Geometry (Å):
Ta 0.18 -1.60 -0.73
Br 3.32 -3.74 -0.59
C 2.94 -2.70 -2.10
C 3.84 -2.94 -3.16
C 3.88 -2.00 -4.18
C 2.93 -0.92 -4.17
C 2.02 -0.82 -3.16
N 2.00 -1.79 -2.08
C 0.92 0.16 -3.07
O 0.88 1.19 -3.70
O 0.02 -0.07 -2.07
H 4.70 -3.62 -3.02
H 4.65 -2.04 -4.98
H 3.05 -0.09 -4.85
Se 1.55 -0.08 0.72
Te 3.34 -1.46 2.56
Te 1.85 -3.67 2.62
Se 0.28 -3.72 0.38
Cl -6.32 -2.94 -3.78
C -5.00 -2.35 -2.92
C -3.78 -3.09 -2.95
C -2.74 -2.64 -2.27
Cl -1.15 -3.31 -2.49
C -2.89 -1.52 -1.42
O -1.80 -1.27 -0.64
C -4.07 -0.72 -1.36
Cl -4.19 0.70 -0.43
C -5.14 -1.28 -2.03
H -3.73 -3.99 -3.52
H -6.09 -0.83 -1.86
C 0.55 0.04 5.92
C -0.62 -0.56 5.33
C -0.83 -0.26 3.96
C -0.06 0.72 3.38
C 0.97 1.41 3.96
C 1.15 1.14 5.33
Si -0.33 1.01 1.50
C -0.27 2.83 0.98
C -0.03 3.10 -0.37
C 0.54 4.29 -0.83
C 0.91 5.22 0.10
C 0.61 5.03 1.48
C -0.04 3.89 1.94
H 0.85 -0.18 6.97
H -1.33 -1.16 5.91
H -1.60 -0.69 3.37
H 1.68 2.11 3.50
H 1.77 1.85 5.94
H -1.68 0.60 1.07
H -0.34 2.34 -1.14
H 0.81 4.46 -1.87
H 1.51 6.16 -0.21
H 0.92 5.90 2.13
H -0.54 3.84 2.89


two:
Molecular formula: C24H16BrCl3NO3Se2SiTaTe2
Method: DFT, ωB97M-V/def2-TZVPD

Calculated values
HOMO energy (spin up / spin down) = -6.22 / -6.22 eV
Frontier orbital gap (spin up / spin down) = 4.1641 / 4.1679 eV

Geometry (Å):
Ta 1.00 2.14 -0.47
Br 2.53 -1.30 -1.86
C 3.57 0.25 -1.70
C 4.85 0.19 -2.26
C 5.69 1.29 -2.40
C 5.00 2.47 -2.35
C 3.72 2.55 -1.84
N 3.07 1.43 -1.30
C 2.81 3.68 -2.02
O 3.20 4.78 -2.39
O 1.49 3.31 -1.90
H 5.26 -0.79 -2.44
H 6.76 1.23 -2.61
H 5.49 3.38 -2.73
Se 1.27 -0.07 1.23
Te 4.54 0.59 2.46
Te 3.29 2.61 3.55
Se 2.01 3.57 1.33
Cl -4.69 3.91 -3.95
C -3.58 3.40 -2.82
C -2.62 2.44 -3.18
C -1.79 1.88 -2.21
Cl -0.63 0.78 -2.64
C -1.79 2.44 -0.93
O -0.79 2.10 0.00
C -2.69 3.49 -0.56
Cl -2.73 4.12 1.00
C -3.57 3.95 -1.51
H -2.68 2.02 -4.20
H -4.32 4.63 -1.16
C -0.96 -4.82 -1.68
C -1.65 -3.65 -1.88
C -1.53 -2.62 -0.97
C -0.77 -2.81 0.20
C -0.08 -4.04 0.40
C -0.21 -5.04 -0.53
Si -0.66 -1.33 1.35
C -1.12 -1.77 3.08
C -1.38 -0.65 3.82
C -2.15 -0.73 4.98
C -2.52 -1.96 5.54
C -2.20 -3.12 4.78
C -1.58 -3.01 3.55
H -1.07 -5.65 -2.39
H -2.31 -3.56 -2.74
H -2.03 -1.66 -1.25
H 0.44 -4.23 1.36
H 0.29 -6.02 -0.37
H -1.70 -0.38 0.96
H -1.03 0.32 3.51
H -2.46 0.20 5.54
H -3.11 -1.97 6.47
H -2.49 -4.08 5.14
H -1.38 -3.89 2.99


The winner here is two, beating the second structure by 17.9 kJ/mol.